1.
82
Properties=species:S:1:pos:R:3 method="wB97M-V/def2-TZVPD" spin_multiplicity=3 e_homo_ha="-0.3533 / -0.3805" orbital_gap_ev="5.67 / 6.20" s2=2.083 total_charge=+1 lumo_ev="-3.94 / -4.15"
W 9.693 12.035 12.237
C 9.311 6.516 13.501
C 10.034 7.182 14.489
C 9.947 8.547 14.582
C 9.115 9.328 13.782
C 8.238 8.625 12.925
C 8.365 7.228 12.793
N 9.137 10.758 13.859
C 8.422 11.316 14.890
C 8.085 10.687 16.105
C 7.276 11.341 17.074
C 6.658 12.573 16.761
C 7.030 13.250 15.585
C 7.882 12.590 14.697
N 8.353 13.225 13.511
N 7.940 14.419 13.294
C 8.324 14.873 12.049
C 7.632 15.998 11.557
C 8.028 16.514 10.322
C 9.025 15.909 9.586
C 9.569 14.735 10.091
N 9.217 14.192 11.297
H 9.435 5.429 13.334
H 10.739 6.699 15.143
H 10.625 8.958 15.277
H 7.497 9.078 12.252
H 7.732 6.728 12.096
H 8.407 9.686 16.272
H 7.003 10.822 17.954
H 5.973 12.998 17.487
H 6.742 14.231 15.218
H 6.873 16.336 12.238
H 7.634 17.383 9.787
H 9.243 16.256 8.594
H 10.374 14.197 9.546
C 13.507 11.998 8.853
C 12.207 11.511 9.411
N 11.288 12.381 9.475
N 10.102 11.960 10.042
C 8.978 11.598 9.535
S 7.802 11.277 10.790
S 8.458 11.351 7.800
C 8.467 9.505 7.829
C 7.316 8.858 8.536
C 7.455 7.761 9.373
C 6.357 6.997 9.698
C 5.104 7.314 9.109
C 4.932 8.479 8.410
C 6.034 9.269 8.187
C 12.042 10.086 9.771
C 12.234 9.098 8.830
C 11.819 7.800 9.058
C 11.276 7.483 10.265
C 11.118 8.465 11.259
C 11.488 9.754 11.026
O 11.177 10.777 11.905
H 13.389 11.896 7.766
H 13.770 13.040 9.071
H 14.286 11.297 9.199
H 8.313 9.323 6.770
H 9.484 9.161 8.074
H 8.418 7.488 9.727
H 6.404 6.170 10.354
H 4.243 6.691 9.284
H 4.044 8.760 7.851
H 5.926 10.156 7.514
H 12.585 9.333 7.805
H 11.876 7.115 8.214
H 11.001 6.475 10.541
H 10.714 8.215 12.250
C 12.728 15.033 14.645
N 12.805 13.545 14.651
C 13.744 12.943 15.597
C 12.034 12.781 13.945
O 11.241 13.187 13.076
H 13.568 15.364 14.042
H 12.871 15.349 15.667
H 11.729 15.344 14.244
H 14.752 13.292 15.308
H 13.681 11.849 15.550
H 13.530 13.237 16.616
H 12.147 11.704 14.134

=====

2.
77
Properties=species:S:1:pos:R:3 method="wB97M-V/def2-TZVPD" e_homo_ha=-0.4253 orbital_gap_ev=8.23 total_charge=+1 lumo_ev=-3.34
C 2.790 0.196 3.422
C 1.625 0.783 2.637
N 1.082 -0.163 1.616
C -0.077 0.385 0.830
C -0.049 1.913 0.621
O 0.619 2.649 1.626
C 1.901 2.112 1.925
C 2.779 2.036 0.670
C 4.303 2.008 0.926
C 4.894 0.607 0.636
S 6.406 0.279 1.612
H 2.720 0.568 4.439
H 3.749 0.527 3.040
H 2.791 -0.893 3.407
H 0.804 0.979 3.322
H 0.743 -0.993 2.120
H 1.815 -0.522 1.003
H -1.012 0.046 1.262
H -0.025 -0.073 -0.155
H 0.314 2.162 -0.376
H -1.083 2.246 0.646
H 2.370 2.787 2.637
H 2.559 2.934 0.095
H 2.523 1.208 0.008
H 4.559 2.305 1.938
H 4.791 2.690 0.237
H 4.157 -0.148 0.904
H 5.185 0.517 -0.404
H 6.060 0.907 2.747
C -2.033 7.560 -1.296
C -1.296 6.535 -0.714
C -1.286 5.275 -1.287
C -2.022 5.029 -2.441
C -2.778 6.055 -3.012
C -2.773 7.322 -2.441
C -3.609 5.809 -4.224
O -4.260 6.701 -4.722
C -3.622 4.436 -4.799
C -4.429 4.170 -5.897
C -4.444 2.902 -6.453
C -3.646 1.895 -5.919
C -2.843 2.153 -4.821
C -2.833 3.422 -4.252
C -1.989 3.675 -3.055
O -1.292 2.793 -2.586
H -2.034 8.546 -0.851
H -0.727 6.721 0.188
H -0.708 4.479 -0.840
H -3.351 8.114 -2.895
H -5.045 4.956 -6.311
H -5.076 2.696 -7.306
H -3.654 0.907 -6.360
H -2.224 1.373 -4.402
C -3.336 -5.239 0.163
C -2.926 -3.957 0.511
C -1.707 -3.765 1.136
C -0.892 -4.854 1.428
C -1.317 -6.143 1.097
C -2.535 -6.329 0.456
C -0.487 -7.332 1.439
O -0.854 -8.448 1.145
C 0.797 -7.109 2.155
C 1.562 -8.204 2.531
C 2.767 -8.013 3.188
C 3.217 -6.727 3.464
C 2.457 -5.631 3.095
C 1.241 -5.816 2.447
C 0.423 -4.633 2.085
O 0.822 -3.503 2.325
H -4.286 -5.387 -0.332
H -3.561 -3.108 0.292
H -1.385 -2.769 1.405
H -2.852 -7.329 0.193
H 1.211 -9.202 2.312
H 3.359 -8.868 3.484
H 4.162 -6.581 3.971
H 2.803 -4.630 3.313

=====

3.
85
Properties=species:S:1:pos:R:3 method="wB97M-V/def2-TZVPD" e_homo_ha=-0.4887 orbital_gap_ev=8.39 total_charge=+2 lumo_ev=-4.90
Li -16.722 -23.424 -7.650
Li -18.868 -20.362 -8.915
Li -17.735 -25.064 -10.258
Li -18.103 -21.664 -12.706
C -17.789 -22.243 -10.160
O -17.558 -22.143 -8.956
O -18.278 -21.262 -10.706
O -17.509 -23.189 -10.859
N -19.240 -25.757 -11.437
C -20.005 -26.838 -11.210
C -20.545 -27.614 -12.236
C -20.072 -27.503 -13.587
C -19.238 -26.446 -13.804
C -18.936 -25.576 -12.782
H -20.266 -27.001 -10.174
H -21.202 -28.450 -12.044
H -20.545 -28.050 -14.390
H -18.954 -26.266 -14.830
H -18.138 -24.886 -13.011
N -20.346 -21.431 -7.894
C -20.530 -22.816 -8.037
C -21.317 -23.567 -7.170
C -21.986 -22.960 -6.157
C -21.666 -21.645 -5.836
C -20.844 -20.886 -6.772
H -20.082 -23.235 -8.925
H -21.383 -24.640 -7.275
H -22.699 -23.425 -5.492
H -22.126 -21.178 -4.978
H -20.718 -19.866 -6.441
N -17.724 -19.791 -13.504
C -17.720 -18.795 -12.558
C -17.062 -17.502 -12.744
C -16.535 -17.241 -14.044
C -16.508 -18.251 -15.032
C -17.120 -19.436 -14.716
H -18.276 -18.842 -11.633
H -17.071 -16.742 -11.977
H -16.192 -16.284 -14.409
H -16.123 -17.905 -15.980
H -17.071 -20.300 -15.361
N -17.447 -19.092 -7.913
C -16.334 -19.140 -8.734
C -15.103 -18.563 -8.510
C -14.963 -17.890 -7.304
C -16.028 -17.752 -6.419
C -17.195 -18.434 -6.766
H -16.604 -19.659 -9.642
H -14.318 -18.537 -9.251
H -14.136 -17.219 -7.121
H -16.002 -17.133 -5.534
H -18.035 -18.414 -6.087
N -20.382 -19.254 -10.024
C -20.832 -17.993 -9.690
C -22.131 -17.700 -9.634
C -23.070 -18.605 -10.227
C -22.675 -19.816 -10.839
C -21.268 -20.030 -10.655
H -20.072 -17.291 -9.379
H -22.474 -16.753 -9.245
H -24.132 -18.425 -10.138
H -23.317 -20.435 -11.448
H -20.914 -20.992 -10.995
N -16.044 -23.101 -5.611
C -16.240 -21.764 -5.410
C -16.234 -21.125 -4.179
C -15.829 -21.909 -3.065
C -15.632 -23.284 -3.258
C -15.754 -23.847 -4.515
H -16.445 -21.245 -6.334
H -16.548 -20.095 -4.098
H -15.848 -21.334 -2.152
H -15.465 -23.878 -2.372
H -15.646 -24.910 -4.668
N -16.174 -26.250 -11.117
C -15.440 -25.623 -12.110
C -14.469 -26.277 -12.819
C -14.108 -27.559 -12.458
C -14.943 -28.231 -11.547
C -15.912 -27.536 -10.885
H -15.795 -24.644 -12.397
H -13.950 -25.831 -13.654
H -13.310 -28.090 -12.956
H -14.744 -29.292 -11.536
H -16.448 -28.051 -10.101

=====

Sequential energy relative to the best compared isomer or geometry (same formula, charge and spin) output: 131.2, 35.9, 236.2 kJ/mol
Sequential maximum force output: 3.018, 1.360, 6.840 eV/Å
Sequential molecular weight output: 844.7, 592.7, 641.5 g/mol